# 1
C4H8N2O | ωB97M-V/def2-TZVPD

Properties
LUMO: 1.0 eV
total charge: 0

```
15
C4H8N2O (ωB97M-V/def2-TZVPD)
C -0.286 -1.444 0.740
C -0.452 0.548 -0.869
C -1.432 1.336 -1.691
N -0.443 1.844 -0.768
C 1.051 -0.864 0.308
O 1.612 -0.998 -0.757
N 1.620 -0.086 1.343
H -0.957 -0.722 1.234
H -0.812 -1.800 -0.141
H -0.077 -2.251 1.446
H -1.199 1.461 -2.742
H -2.463 1.151 -1.399
H -0.416 2.358 0.102
H 1.698 -0.703 2.147
H 2.557 0.171 1.046
```

# 2
C4H8N2O | ωB97M-V/def2-TZVPD

Properties
LUMO: 0.6 eV
SMILES: [H]/N=C(/C)C(=C)ON
total charge: 0

```
15
C4H8N2O (ωB97M-V/def2-TZVPD)
H 1.840 0.253 0.879
N 1.753 0.049 -0.168
C 0.576 -0.098 -0.574
C 0.331 -0.313 -2.044
C -0.651 -0.070 0.327
C -1.883 0.089 -0.186
O -0.525 -0.036 1.663
N 0.926 0.303 2.308
H -0.195 0.540 -2.470
H 1.293 -0.423 -2.536
H -0.272 -1.204 -2.205
H -2.730 0.136 0.477
H -2.067 0.113 -1.242
H 0.652 1.142 2.817
H 0.951 -0.481 2.956
```

# 3
C4H8N2O | ωB97M-V/def2-TZVPD

Properties
LUMO: 0.8 eV
SMILES: N#C[C@@H](N)CCO
total charge: 0

```
15
C4H8N2O (ωB97M-V/def2-TZVPD)
N -0.808 2.310 1.256
C -0.751 1.203 0.930
C -0.719 -0.205 0.483
N -2.095 -0.598 0.182
C 0.145 -0.327 -0.783
C 1.649 -0.147 -0.531
O 1.971 0.840 0.424
H -0.255 -0.784 1.299
H -2.127 -1.593 -0.022
H -2.690 -0.438 0.990
H -0.240 0.392 -1.515
H -0.016 -1.324 -1.215
H 2.160 0.027 -1.491
H 2.062 -1.071 -0.116
H 1.714 1.718 0.106
```

# 4
C4H8N2O | ωB97M-V/def2-TZVPD

Properties
LUMO: 0.8 eV
SMILES: N#C[C@@H](N)CCO
total charge: 0

```
15
C4H8N2O (ωB97M-V/def2-TZVPD)
N 0.915 0.061 1.952
C 0.253 0.711 1.259
C -0.546 1.139 0.139
N -0.171 2.483 -0.355
C -0.030 -0.396 -0.827
C 0.556 -1.612 -0.124
O -0.338 -2.322 0.690
H -1.622 1.078 0.401
H -0.676 2.695 -1.209
H -0.427 3.239 0.293
H 0.741 -0.072 -1.537
H -0.949 -0.753 -1.299
H 1.576 -1.571 0.289
H 0.616 -2.051 -1.167
H 0.100 -2.628 1.495
```

# 5
C4H8N2O | ωB97M-V/def2-TZVPD

Properties
LUMO: 0.9 eV
SMILES: CN[C@H](C#N)CO
total charge: 0

```
15
C4H8N2O (ωB97M-V/def2-TZVPD)
C -1.903 1.026 0.335
N -0.450 0.957 0.295
C 0.095 -0.141 -0.475
C -0.170 -1.493 0.104
N -0.180 -2.512 0.654
C 1.654 -0.084 -0.602
O 2.333 -0.653 0.496
H -2.308 1.247 -0.658
H -2.374 0.114 0.714
H -2.207 1.840 0.989
H -0.065 0.930 1.233
H -0.357 -0.108 -1.477
H 1.948 0.969 -0.642
H 1.941 -0.523 -1.577
H 2.042 -1.570 0.611
```

# 6
C4H8N2O | ωB97M-V/def2-TZVPD

Properties
LUMO: 0.9 eV
total charge: 0

```
15
C4H8N2O (ωB97M-V/def2-TZVPD)
C -1.245 0.432 -1.352
C 0.121 0.928 -1.026
O 0.123 1.668 0.220
C 0.403 0.638 1.053
N 0.205 0.497 2.285
C 0.967 -0.411 0.159
N 0.461 -1.698 0.247
H -1.630 -0.205 -0.543
H -1.254 -0.144 -2.279
H -1.956 1.260 -1.479
H 1.022 0.343 -1.236
H -0.238 1.326 2.672
H 2.071 -0.356 0.102
H 1.115 -2.461 0.149
H -0.165 -1.818 1.029
```

# 7
C4H8N2O | ωB97M-V/def2-TZVPD

Properties
LUMO: 0.9 eV
SMILES: [H]/N=C(/C)O/C(C)=N/[H]
total charge: 0

```
15
C4H8N2O (ωB97M-V/def2-TZVPD)
H -2.315 -1.026 -0.035
N -2.301 -0.122 -0.495
C -1.213 0.455 -0.530
C -0.968 1.888 -0.846
O 0.250 -0.346 -0.885
C 0.616 -0.708 0.310
C 1.978 -1.323 0.457
N -0.226 -0.407 1.235
H -0.037 -0.709 2.183
H -1.007 2.016 -1.928
H -1.748 2.498 -0.394
H 0.012 2.201 -0.497
H 2.736 -0.576 0.223
H 2.138 -1.707 1.463
H 2.086 -2.135 -0.262
```

# 8
C4H8N2O | ωB97M-V/def2-TZVPD

Properties
LUMO: 0.5 eV
total charge: 0

```
15
C4H8N2O (ωB97M-V/def2-TZVPD)
C -2.224 0.248 -0.070
N -1.213 -0.813 0.038
C 0.220 -0.397 0.300
N 0.490 -0.674 1.489
C 1.056 0.064 -0.852
O 0.641 -0.035 -1.992
C 2.419 0.580 -0.480
H -2.132 0.800 -1.009
H -2.083 0.928 0.774
H -3.219 -0.200 0.000
H -1.311 -1.508 -0.705
H -0.892 -1.141 1.194
H 2.892 -0.101 0.233
H 3.033 0.709 -1.373
H 2.307 1.541 0.036
```

# 9
C4H8N2O | ωB97M-V/def2-TZVPD

Properties
LUMO: 0.7 eV
SMILES: [H]/N=C\C.C=C1NO1
total charge: 0

```
15
C4H8N2O (ωB97M-V/def2-TZVPD)
H 1.664 1.192 -0.428
N 1.269 0.378 0.041
C 0.933 -0.602 -0.722
C 1.554 -0.773 -2.079
H 0.809 -1.558 -0.213
H 1.898 0.171 -2.500
H 0.867 -1.254 -2.773
H 2.438 -1.411 -2.053
C -2.742 0.284 1.190
C -1.477 0.661 1.254
N -0.374 0.513 2.134
O -0.893 1.806 1.679
H -3.007 -0.751 1.304
H -3.552 0.983 1.296
H 0.614 0.362 1.869
```

# 10
C4H8N2O | ωB97M-V/def2-TZVPD

Properties
LUMO: 0.7 eV
SMILES: Cc1c[nH]cn1.O
total charge: 0

```
15
C4H8N2O (ωB97M-V/def2-TZVPD)
C 0.718 -1.523 -0.636
C 0.520 -0.013 -0.700
C 1.394 0.940 -0.097
N 0.779 2.160 -0.332
C -0.375 1.947 -0.954
N -0.535 0.676 -1.351
H 0.002 -1.990 -1.333
H 0.669 -2.057 0.328
H 1.735 -1.634 -1.049
H 2.317 0.697 0.430
H 1.024 3.055 0.100
H -1.042 2.790 -1.132
O -2.355 -2.081 2.219
H -2.220 -1.503 3.004
H -2.631 -1.467 1.502
```

# 11
C4H8N2O | ωB97M-V/def2-TZVPD

Properties
LUMO: 0.7 eV
SMILES: C[C@H]1CN1.N=C=O
total charge: 0

```
15
C4H8N2O (ωB97M-V/def2-TZVPD)
C 0.593 1.430 -0.663
C 0.204 0.453 0.419
C 1.126 -0.641 0.794
N 0.869 0.465 1.719
H 1.675 1.610 -0.653
H 0.328 1.039 -1.652
H 0.086 2.392 -0.528
H -0.864 0.263 0.505
H 0.742 -1.610 1.110
H 2.087 -0.683 0.282
H 1.646 1.121 1.707
N -2.231 -1.814 -0.115
C -1.497 -1.709 -1.077
O -0.687 -1.570 -1.911
H -3.212 -2.032 -0.136
```

# 12
C4H8N2O | ωB97M-V/def2-TZVPD

Properties
LUMO: 0.9 eV
SMILES: N=C=CN.CC=O
total charge: 0

```
15
C4H8N2O (ωB97M-V/def2-TZVPD)
N -0.971 -0.616 1.663
C -1.255 -0.001 0.629
C -1.380 0.752 -0.442
N -2.051 2.008 -0.511
H -1.614 -1.383 1.866
H -0.896 0.387 -1.345
H -2.863 1.961 -1.119
H -2.371 2.315 0.402
C 2.164 -0.552 0.384
C 1.575 -1.045 -0.911
O 0.620 -1.790 -0.984
H 1.386 -0.454 1.147
H 2.695 0.395 0.243
H 2.890 -1.297 0.735
H 2.088 -0.694 -1.839
```

# 13
C4H8N2O | ωB97M-V/def2-TZVPD

Properties
LUMO: 1.0 eV
SMILES: C[C@H]1NC/C1=N\O
total charge: 0

```
15
C4H8N2O (ωB97M-V/def2-TZVPD)
C -1.824 -0.677 -0.225
C -0.661 0.234 -0.573
N -0.532 1.468 0.255
C 0.898 1.187 0.557
C 0.694 -0.176 -0.068
N 1.220 -1.326 -0.134
O 2.445 -1.408 0.513
H -2.773 -0.203 -0.490
H -1.828 -0.892 0.848
H -1.745 -1.627 -0.767
H -0.636 0.426 -1.656
H -0.682 2.322 -0.273
H 1.150 1.203 1.625
H 1.624 1.813 0.016
H 2.650 -2.343 0.373
```

# 14
C4H8N2O | ωB97M-V/def2-TZVPD

Properties
LUMO: 0.9 eV
SMILES: C[C@@]1(C(N)=O)CN1
total charge: 0

```
15
C4H8N2O (ωB97M-V/def2-TZVPD)
C 1.077 1.165 0.780
C 0.181 0.117 0.128
C -1.333 0.137 0.290
N -2.057 -0.223 -0.801
O -1.830 0.296 1.389
C 0.837 -0.755 -0.882
N 0.423 -1.308 0.389
H 1.954 0.658 1.203
H 1.471 1.896 0.062
H 0.586 1.713 1.587
H -1.651 -0.209 -1.718
H -3.053 -0.334 -0.691
H 0.324 -1.129 -1.767
H 1.902 -0.587 -1.028
H 1.169 -1.435 1.059
```

# 15
C4H8N2O | ωB97M-V/def2-TZVPD

Properties
LUMO: 0.8 eV
SMILES: O=C1NCCCN1
total charge: 0

```
15
C4H8N2O (ωB97M-V/def2-TZVPD)
O -2.090 -1.834 0.600
C -1.204 -1.028 0.362
N -1.256 -0.182 -0.726
C -0.049 0.421 -1.260
C 0.634 1.115 -0.097
C 0.968 0.087 0.979
N -0.109 -0.865 1.185
H -1.976 -0.465 -1.371
H 0.634 -0.324 -1.715
H -0.328 1.145 -2.032
H -0.041 1.903 0.257
H 1.569 1.589 -0.401
H 1.162 0.610 1.919
H 1.907 -0.419 0.697
H 0.178 -1.754 1.603
```

# 16
C4H8N2O | ωB97M-V/def2-TZVPD

Properties
LUMO: 0.7 eV
total charge: 0

```
15
C4H8N2O (ωB97M-V/def2-TZVPD)
C -1.818 0.732 0.625
N -0.452 0.277 0.851
C 0.248 -0.059 -0.343
C 1.720 -0.299 -0.259
O 2.423 0.583 0.567
C -0.105 -1.275 -1.186
N -0.665 -2.208 -1.583
H -2.421 -0.014 0.089
H -2.293 0.960 1.582
H -1.804 1.655 0.033
H -0.421 -0.482 1.520
H 0.082 0.763 -1.053
H 1.492 -0.716 -1.597
H 2.132 -1.274 -0.052
H 1.883 1.357 0.804
```

# 17
C4H8N2O | ωB97M-V/def2-TZVPD

Properties
LUMO (spin up / spin down): 1.0 / 0.8 eV
total charge: 0

```
15
C4H8N2O (ωB97M-V/def2-TZVPD)
C -3.004 -0.270 0.843
C -0.772 0.908 -0.198
C 2.326 -0.805 -0.147
C 1.556 0.504 0.053
N -2.940 -1.398 0.369
N -0.971 1.900 -0.934
O 0.149 0.105 0.217
H -3.567 0.317 1.432
H 3.049 -0.704 -0.904
H 2.819 -1.095 0.796
H 1.636 -1.592 -0.426
H 1.587 0.970 -0.944
H 1.826 1.217 0.774
H -3.491 -2.222 0.615
H -0.202 2.165 -1.546
```

# 18
C4H8N2O | ωB97M-V/def2-TZVPD

Properties
LUMO (spin up / spin down): -1.4 / -1.1 eV
total charge: 0

```
15
C4H8N2O (ωB97M-V/def2-TZVPD)
C 0.391 1.403 -0.583
C 0.399 -0.059 -0.283
O 0.085 0.081 1.867
C -0.697 -0.942 -0.754
N -1.648 -0.564 0.266
C 1.673 -0.642 0.054
N 2.700 -1.156 0.211
H 0.649 1.981 0.307
H -0.590 1.717 -0.945
H 1.147 1.604 -1.354
H 0.429 -0.668 2.379
H -0.430 -2.004 -0.713
H -0.985 -0.690 -1.783
H -2.267 0.164 -0.090
H -0.856 -0.225 1.420
```

# 19
C4H8N2O | ωB97M-V/def2-TZVPD

Properties
LUMO (spin up / spin down): 0.4 / 0.4 eV
SMILES: C=C(N)/C(C)=N\O
total charge: 0

```
15
C4H8N2O (ωB97M-V/def2-TZVPD)
C 0.678 -0.228 1.667
C 0.321 -0.620 0.406
N 0.328 -1.931 -0.023
C -0.154 0.493 -0.425
C -1.489 0.412 -1.123
N 0.348 1.708 -0.228
O 1.719 1.771 0.033
H 1.275 -0.871 2.306
H 0.327 0.682 2.137
H -0.269 -2.140 -0.814
H 0.284 -2.626 0.712
H -1.709 -0.595 -1.483
H -2.278 0.709 -0.425
H -1.524 1.095 -1.978
H 2.144 2.140 -0.764
```

# 20
C4H8N2O | ωB97M-V/def2-TZVPD

Properties
LUMO: 0.7 eV
SMILES: CN/C=C\O.C#N
total charge: 0

```
15
C4H8N2O (ωB97M-V/def2-TZVPD)
C -1.823 0.669 0.849
N -0.426 0.381 1.132
C 0.372 0.147 0.000
C 1.684 -0.142 0.138
O 2.379 0.298 1.228
H -2.330 -0.109 0.253
H -2.355 0.784 1.796
H -1.884 1.614 0.305
H -0.356 -0.450 1.714
H -0.123 0.299 -0.954
H 2.274 -0.837 -0.460
H 1.999 1.177 1.384
C 0.160 -1.721 -1.726
N -0.821 -2.310 -1.571
H 1.065 -1.165 -1.892
```

# 21
C4H8N2O | ωB97M-V/def2-TZVPD

Properties
LUMO (spin up / spin down): 0.1 / 0.2 eV
SMILES: C[C@@H](O)C(N)=C=N
total charge: 0

```
15
C4H8N2O (ωB97M-V/def2-TZVPD)
C -0.143 0.939 -1.700
C 0.004 -0.290 -0.825
O 1.031 -1.096 -1.378
C 0.176 -0.074 0.664
N 0.239 1.174 1.258
C -0.223 -1.120 1.370
N -0.397 -1.957 2.199
H -0.298 0.646 -2.743
H -0.977 1.569 -1.380
H 0.771 1.544 -1.672
H -0.950 -0.966 -0.745
H 0.911 -1.999 -1.038
H -0.159 1.234 2.191
H 0.229 1.990 0.657
H -0.215 -1.594 3.142
```

# 22
C4H8N2O | ωB97M-V/def2-TZVPD

Properties
LUMO: 1.0 eV
total charge: 0

```
15
C4H8N2O (ωB97M-V/def2-TZVPD)
C -0.415 -1.484 0.859
C -0.189 0.504 -0.803
C 0.102 -0.102 0.550
N 0.570 0.349 -1.972
N 1.269 0.227 1.172
C -1.243 1.212 -0.354
O -1.276 0.944 0.963
H 0.050 0.100 -2.804
H 1.171 1.130 -2.195
H 1.823 -0.471 1.644
H 1.662 1.131 0.960
H -1.913 1.931 -0.811
H 0.221 -2.222 0.365
H -0.400 -1.667 1.934
H -1.432 -1.584 0.492
```

# 23
C4H8N2O | ωB97M-V/def2-TZVPD

Properties
LUMO: 0.6 eV
SMILES: CN/C=C\O.C#N
total charge: 0

```
15
C4H8N2O (ωB97M-V/def2-TZVPD)
C -1.777 0.968 0.718
N -0.517 0.236 0.642
C 0.323 0.366 -0.535
C 1.697 0.193 -0.359
O 2.260 0.308 0.863
H -2.469 0.713 -0.097
H -2.322 0.790 1.665
H -1.507 2.017 0.655
H -0.755 -0.725 0.872
H -0.014 1.053 -1.326
H 2.605 -0.156 -0.900
H 1.615 0.893 1.280
C 0.248 -2.068 -1.021
N -0.679 -2.694 -1.325
H 1.291 -1.893 -1.131
```

# 24
C4H8N2O | ωB97M-V/def2-TZVPD

Properties
LUMO: 0.9 eV
SMILES: NC(=O)CN1CC1
total charge: 0

```
15
C4H8N2O (ωB97M-V/def2-TZVPD)
N 1.908 -0.495 -1.284
C 1.169 -0.668 -0.150
O 0.843 -1.780 0.234
C 0.713 0.609 0.562
N -0.719 0.885 0.504
C -1.656 -0.223 0.589
C -1.466 0.515 -0.686
H 2.255 -1.332 -1.730
H 2.343 0.383 -1.518
H 0.980 0.509 1.619
H 1.242 1.486 0.168
H -1.249 -1.229 0.640
H -2.527 -0.037 1.211
H -0.946 -0.002 -1.493
H -2.201 1.247 -1.014
```

# 25
C4H8N2O | ωB97M-V/def2-TZVPD

Properties
LUMO (spin up / spin down): 0.3 / 0.2 eV
total charge: 0

```
15
C4H8N2O (ωB97M-V/def2-TZVPD)
C -2.301 0.546 0.670
N -1.102 -0.239 0.757
C 0.692 0.015 -0.803
C 2.061 -0.414 -0.351
O 2.919 0.678 -0.083
C -0.485 -0.651 -0.418
N -0.625 -1.403 -1.402
H -3.193 -0.069 0.541
H -2.384 1.147 1.578
H -2.223 1.223 -0.190
H -0.965 -0.846 1.537
H 0.595 1.042 -1.161
H 2.498 -0.957 -1.184
H 1.995 -1.097 0.511
H 2.716 1.048 0.786
```

# 26
C4H8N2O | ωB97M-V/def2-TZVPD

Properties
LUMO: 0.5 eV
SMILES: [H]/N=C(\CC)C(N)=O
total charge: 0

```
15
C4H8N2O (ωB97M-V/def2-TZVPD)
H 2.312 0.741 0.035
N 1.425 1.244 0.156
C 0.426 0.473 -0.168
C 0.604 -0.947 -0.645
C -0.004 -1.954 0.315
C -0.999 1.033 -0.073
N -1.045 2.309 0.407
O -1.972 0.385 -0.409
H 0.159 -1.046 -1.641
H 1.675 -1.152 -0.746
H 0.232 -1.712 1.356
H 0.373 -2.959 0.099
H -1.093 -1.986 0.216
H -0.167 2.776 0.613
H -1.925 2.795 0.485
```

# 27
C4H8N2O | ωB97M-V/def2-TZVPD

Properties
LUMO: 0.6 eV
SMILES: N#C[C@@H](N)CCO
total charge: 0

```
15
C4H8N2O (ωB97M-V/def2-TZVPD)
N 2.391 1.361 -2.102
C 1.705 0.931 -1.277
C 0.837 0.417 -0.210
N 0.237 1.527 0.548
C -0.452 -0.224 -0.769
C -0.943 -1.340 0.151
O -1.131 -0.757 1.438
H 1.440 -0.244 0.431
H -0.138 1.151 1.411
H 0.733 2.392 0.627
H -0.359 -0.616 -1.801
H -0.955 0.803 -0.538
H -0.220 -2.176 0.237
H -1.884 -1.768 -0.229
H -1.260 -1.459 2.083
```

# 28
C4H8N2O | ωB97M-V/def2-TZVPD

Properties
LUMO: 0.9 eV
SMILES: O=C1NCCCN1
total charge: 0

```
15
C4H8N2O (ωB97M-V/def2-TZVPD)
O -2.072 0.471 -1.854
C -1.109 0.190 -1.156
N 0.145 0.728 -1.332
C 1.205 0.320 -0.421
C 0.670 0.293 1.008
C -0.311 -0.847 1.028
N -1.193 -0.737 -0.131
H 0.189 1.536 -1.939
H 1.557 -0.679 -0.735
H 2.024 1.020 -0.346
H 0.201 1.267 1.210
H 1.456 0.156 1.765
H -0.903 -0.870 1.944
H 0.277 -1.775 0.978
H -2.134 -1.074 -0.020
```

# 29
C4H8N2O | ωB97M-V/def2-TZVPD

Properties
LUMO (spin up / spin down): 0.8 / 0.7 eV
total charge: 0

```
15
C4H8N2O (ωB97M-V/def2-TZVPD)
C 0.538 -1.514 -0.067
C -0.746 -1.229 0.033
C 1.601 -0.435 -0.072
C 0.993 0.751 0.580
N -1.221 -0.011 0.491
N -1.768 0.953 -0.266
O 0.645 1.747 -0.259
H 0.933 -2.546 -0.336
H -1.594 -2.040 -0.077
H 2.494 -0.758 0.398
H 1.989 -0.227 -1.147
H 1.123 0.958 1.593
H -2.401 0.663 -1.052
H -2.253 1.702 0.289
H -0.333 1.985 -0.110
```

# 30
C4H8N2O | ωB97M-V/def2-TZVPD

Properties
LUMO: 0.9 eV
total charge: 0

```
15
C4H8N2O (ωB97M-V/def2-TZVPD)
C 0.354 1.485 1.070
C 0.900 -0.900 -0.505
C -0.165 1.314 -0.361
N 0.684 0.286 -0.991
C -0.217 -1.472 0.310
O -0.477 -1.421 1.501
N -0.926 -2.239 -0.600
H 1.396 1.821 1.039
H -0.242 2.197 1.641
H 0.320 0.529 1.599
H -1.215 1.000 -0.390
H -0.058 2.235 -0.945
H 1.352 0.627 -1.673
H -0.408 -2.361 -1.461
H -1.298 -3.101 -0.232
```

# 31
C4H8N2O | ωB97M-V/def2-TZVPD

Properties
LUMO: 0.6 eV
SMILES: C[C@](O)(C#N)CN
total charge: 0

```
15
C4H8N2O (ωB97M-V/def2-TZVPD)
C 0.819 1.488 -0.309
C 0.563 0.084 0.238
O 0.364 0.158 1.626
C 1.759 -0.762 0.007
N 2.648 -1.468 -0.212
C -0.629 -0.635 -0.507
N -1.791 -0.707 0.365
H 1.688 1.910 0.201
H -0.049 2.120 -0.096
H 1.005 1.472 -1.388
H -0.589 0.002 1.772
H -0.305 -1.633 -0.820
H -0.857 -0.089 -1.431
H -2.018 -1.665 0.598
H -2.609 -0.275 -0.044
```

# 32
C4H8N2O | ωB97M-V/def2-TZVPD

Properties
LUMO: 0.7 eV
SMILES: C[C@H]1CN1.N=C=O
total charge: 0

```
15
C4H8N2O (ωB97M-V/def2-TZVPD)
C 0.892 1.265 0.918
C 0.905 0.010 0.081
C 0.343 0.023 -1.288
N 1.788 -0.095 -1.078
H 0.923 2.157 0.279
H -0.018 1.313 1.526
H 1.756 1.300 1.592
H 0.838 -0.918 0.648
H -0.143 -0.861 -1.693
H -0.056 0.969 -1.654
H 2.240 0.801 -1.249
N -2.308 -1.856 -0.199
C -2.171 -1.160 0.787
O -1.927 -0.442 1.680
H -3.062 -2.505 -0.350
```

# 33
C4H8N2O | ωB97M-V/def2-TZVPD

Properties
LUMO: 0.4 eV
SMILES: N#C/C=C/CO.N
total charge: 0

```
15
C4H8N2O (ωB97M-V/def2-TZVPD)
N -2.199 -0.730 -2.951
C -1.632 -0.572 -1.952
C -0.921 -0.377 -0.719
C -1.430 0.394 0.243
C -0.762 0.668 1.553
O 0.552 0.151 1.555
H 0.052 -0.860 -0.636
H -2.396 0.875 0.102
H -1.369 0.218 2.356
H -0.763 1.755 1.727
H 0.908 0.240 2.446
N 2.296 -0.623 -1.021
H 2.122 -0.343 -0.060
H 3.227 -1.023 -1.069
H 2.315 0.227 -1.574
```